Record 1
17
Properties=species:S:1:pos:R:3:nbo_charge:R:1 method="wB97M-V/def2-TZVPD" gap_ha=0.344
C -1.436 -1.450 -0.912 -0.36
C -0.589 -0.685 -0.214 -0.03
C -0.624 -0.492 1.282 -0.46
C 0.116 0.831 1.513 -0.16
Cl -1.019 2.216 1.313 -0.08
C 1.187 0.851 0.418 -0.46
C 0.520 0.148 -0.753 -0.02
C 0.886 0.277 -2.040 -0.36
H -1.350 -1.550 -1.990 0.20
H -2.227 -2.016 -0.437 0.20
H -0.052 -1.290 1.748 0.22
H -1.601 -0.495 1.726 0.24
H 0.534 0.919 2.539 0.22
H 2.036 0.226 0.773 0.22
H 1.528 1.866 0.185 0.24
H 0.390 -0.265 -2.812 0.19
H 1.700 0.910 -2.338 0.20

Record 2
26
Properties=species:S:1:pos:R:3:nbo_charge:R:1 method="wB97M-V/def2-TZVPD" total_charge=+1 gap_ha=0.327
N -0.417 -2.775 1.084 -0.28
C 0.263 -1.792 0.853 0.46
O 0.527 -0.391 0.609 -0.47
C 0.779 -0.156 -0.790 0.23
C 0.533 1.462 -0.884 -0.45
C -1.115 1.402 -0.905 -0.07
N -1.861 2.118 0.168 -0.49
C -2.701 1.356 0.796 0.27
S -3.492 0.080 1.535 0.10
C -1.554 -0.076 -1.376 -0.28
N -0.203 -0.633 -1.822 -0.23
N -0.133 -1.946 -2.317 -0.61
H 1.835 -0.321 -1.206 0.25
H 1.057 2.025 -1.727 0.26
H 0.737 1.796 0.195 0.29
H -1.350 2.059 -1.835 0.23
H -1.877 -0.860 -0.609 0.26
H -2.235 0.049 -2.296 0.26
H -0.002 -0.063 -2.661 0.44
H -0.211 -1.908 -3.355 0.39
H -0.953 -2.457 -1.955 0.39
C 2.476 0.207 3.701 -0.21
Cl 1.838 -1.192 2.805 0.05
Cl 1.329 1.560 3.577 0.05
Cl 2.692 -0.233 5.407 0.09
Cl 4.039 0.690 3.010 0.06

Record 3
21
Properties=species:S:1:pos:R:3:nbo_charge:R:1 method="wB97M-V/def2-TZVPD" total_charge=-1 gap_ha=0.298
C 2.449 -1.654 0.809 -0.60
C 1.328 -0.667 0.982 -0.24
N 0.711 -0.418 -0.268 -0.15
O -0.241 -1.548 -0.493 -0.43
C -1.608 -0.954 -0.155 0.16
Cl -2.775 -2.149 0.036 0.04
C -1.662 0.380 -0.169 -0.18
C -2.702 1.441 0.423 0.77
O -3.847 1.253 -0.033 -0.74
O -2.208 2.253 1.230 -0.75
C -0.163 0.859 -0.349 -0.11
C 0.013 1.456 -1.700 -0.62
H 2.726 -2.032 1.739 0.19
H 2.134 -2.575 0.266 0.21
H 3.305 -1.303 0.366 0.19
H 0.609 -1.039 1.772 0.18
H 1.748 0.214 1.383 0.20
H -0.055 1.592 0.480 0.25
H 0.600 0.786 -2.450 0.21
H 0.592 2.293 -1.717 0.20
H -0.954 1.812 -2.149 0.22

The evaluated E_HOMO for the records listed, in turn: -8.77 -12.84 -4.69 eV.